C21H20N4O4 | wB97M-V/def2-TZVPD

Calculated values
* structure (SMILES): COc1ccc(/C(C)=N/OC/C(O)=C(\C#N)c2nc3ccccc3[nH]2)c(OC)c1
* HOMO energy: -0.299 Eh
* relative energy (zero: lowest compared OMol25 entry of this formula, charge and spin): 105.98 kcal per mole
* HOMO-LUMO gap: 0.3143 Eh

Last column: Mulliken charge in e.
Cartesian coordinates (Å):
C 3.976 -2.894 -3.718  -0.88
O 3.354 -1.796 -3.095  -0.44
C 2.122 -1.971 -2.551  0.73
C 1.390 -3.155 -2.587  -0.64
C 0.157 -3.206 -1.971  -1.53
C -0.396 -2.112 -1.310  0.92
C -1.615 -2.331 -0.518  0.19
C -2.754 -3.122 -1.087  -1.80
N -1.573 -1.864 0.660  0.09
O -2.673 -2.056 1.493  -0.31
C -2.376 -1.569 2.796  -0.52
C -1.857 -0.155 2.741  0.43
O -2.739 0.793 3.008  -0.67
C -0.579 0.111 2.342  0.80
C 0.378 -0.898 2.114  0.03
N 1.240 -1.644 1.979  -0.68
C -0.169 1.474 2.091  0.11
N -0.930 2.517 2.349  -0.67
C -0.223 3.611 1.923  0.29
C -0.548 4.963 1.950  -0.89
C 0.376 5.849 1.437  -0.48
C 1.593 5.418 0.907  -0.49
C 1.935 4.080 0.873  -1.03
C 1.015 3.183 1.386  0.78
N 1.019 1.819 1.523  0.07
C 0.315 -0.901 -1.333  0.54
O -0.117 0.291 -0.821  -0.33
C -1.483 0.632 -0.924  -0.84
C 1.561 -0.854 -1.942  -0.35
H 4.122 -3.722 -3.017  0.35
H 4.946 -2.531 -4.054  0.26
H 3.403 -3.245 -4.582  0.34
H 1.774 -4.039 -3.070  0.41
H -0.383 -4.141 -1.966  0.43
H -2.711 -3.155 -2.172  0.43
H -2.728 -4.138 -0.693  0.36
H -3.693 -2.674 -0.765  0.42
H -1.638 -2.224 3.275  0.30
H -3.327 -1.603 3.329  0.40
H -2.304 1.686 2.853  0.56
H -1.488 5.295 2.360  0.44
H 0.155 6.906 1.442  0.38
H 2.283 6.150 0.515  0.38
H 2.877 3.746 0.463  0.41
H 1.706 1.168 1.179  0.29
H -1.936 0.195 -1.817  0.42
H -2.050 0.317 -0.046  0.20
H -1.516 1.720 -0.996  0.30
H 2.107 0.076 -1.949  0.50


C21H20N4O5 | wB97M-V/def2-TZVPD

Calculated values
* structure (SMILES): COc1ccc(-c2nc(C#N)c(N3CCN(C(=O)c4ccco4)CC3)o2)cc1OC
* HOMO energy: -0.275 Eh
* relative energy (zero: lowest compared OMol25 entry of this formula, charge and spin): 96.60 kcal per mole
* HOMO-LUMO gap: 0.2879 Eh

Last column: Mulliken charge in e.
Cartesian coordinates (Å):
C -7.505 -1.722 -0.735  -0.72
O -7.043 -0.403 -0.926  -0.47
C -5.762 -0.041 -0.658  0.48
C -5.493 1.305 -0.914  -0.56
C -4.251 1.856 -0.704  -1.04
C -3.223 1.051 -0.219  -0.30
C -1.916 1.608 0.007  0.49
N -1.544 2.828 -0.192  -0.68
C -0.219 2.894 0.163  0.31
C 0.533 4.067 0.082  0.03
N 1.167 5.024 0.016  -0.58
C 0.172 1.626 0.584  0.74
N 1.322 1.119 1.071  0.11
C 2.572 1.841 1.029  -0.99
C 3.625 1.044 0.260  -0.44
N 3.790 -0.270 0.849  0.22
C 4.720 -1.192 0.482  0.32
O 4.763 -2.293 1.013  -0.73
C 5.695 -0.859 -0.564  0.47
C 6.740 -1.658 -0.964  -0.43
C 7.400 -0.963 -1.997  -0.48
C 6.714 0.203 -2.158  -0.49
O 5.688 0.279 -1.302  -0.26
C 2.791 -0.664 1.823  -1.34
C 1.401 -0.311 1.318  -0.34
O -0.896 0.811 0.486  -0.41
C -3.473 -0.297 0.043  -0.38
C -4.722 -0.858 -0.166  1.21
O -4.994 -2.181 0.084  -0.48
C -3.965 -3.003 0.574  -0.96
H -6.964 -2.435 -1.360  0.26
H -7.433 -2.029 0.310  0.26
H -8.553 -1.699 -1.035  0.30
H -6.309 1.902 -1.289  0.44
H -4.055 2.896 -0.905  0.51
H 2.920 2.030 2.051  0.16
H 2.419 2.804 0.542  0.34
H 3.315 0.953 -0.789  0.30
H 4.571 1.593 0.287  0.52
H 6.983 -2.615 -0.554  0.54
H 8.262 -1.285 -2.545  0.45
H 6.854 1.032 -2.825  0.47
H 2.887 -1.743 1.961  0.47
H 2.983 -0.176 2.785  0.23
H 0.647 -0.590 2.062  0.47
H 1.188 -0.866 0.395  0.34
H -2.662 -0.900 0.418  0.68
H -3.130 -3.069 -0.131  0.35
H -4.414 -3.988 0.691  0.24
H -3.597 -2.656 1.545  0.35


C21H20N4O7P2Pd | wB97M-V/def2-TZVPD

Calculated values
* HOMO energy (spin up / spin down): -0.547 / -0.546 Eh
* relative energy (zero: lowest compared OMol25 entry of this formula, charge and spin): 0.00 kcal per mole
* HOMO-LUMO gap (spin up / spin down): 0.3175 / 0.2140 Eh
* multiplicity: 5
* total charge: +2

Last column: Mulliken charge in e.
Cartesian coordinates (Å):
Pd -0.173 0.926 0.501  -0.03
C 3.027 0.460 3.362  -0.92
C 2.490 -0.464 4.239  -0.52
C 1.350 -1.168 3.874  -0.81
C 0.782 -0.917 2.643  0.80
N 1.309 -0.015 1.796  0.36
C 2.397 0.676 2.149  -0.19
C -0.446 -1.574 2.139  0.48
C -1.044 -2.687 2.702  -0.80
C -2.195 -3.184 2.111  -0.85
C -2.716 -2.571 0.982  -0.87
C -2.068 -1.462 0.464  0.92
N -0.954 -1.009 1.042  0.73
C -2.548 -0.676 -0.706  0.24
C -3.757 -0.926 -1.331  -0.88
C -4.191 -0.068 -2.331  -0.61
C -3.405 1.018 -2.678  -1.12
C -2.197 1.186 -2.026  -0.44
N -1.765 0.349 -1.080  1.00
H 3.906 1.036 3.615  0.45
H 2.941 -0.628 5.209  0.47
H 0.905 -1.881 4.552  0.39
H 2.738 1.424 1.449  0.69
H -0.622 -3.160 3.577  0.43
H -2.688 -4.051 2.530  0.46
H -3.613 -2.956 0.522  0.43
H -4.373 -1.763 -1.038  0.47
H -5.143 -0.237 -2.816  0.46
H -3.718 1.728 -3.429  0.48
H -1.560 2.036 -2.248  0.43
O -2.166 3.914 2.397  -0.56
P -1.387 2.778 1.700  1.01
O -2.261 1.551 1.413  -0.43
O -0.099 2.306 2.349  -0.39
O -0.965 3.243 0.190  -0.09
P 0.627 3.770 -0.086  0.93
O 0.524 4.067 -1.647  -0.55
O 0.919 4.912 0.767  -0.71
O 1.377 2.430 -0.010  -0.45
H -1.650 4.685 2.688  0.41
H 0.493 5.013 -1.846  0.35
N 1.273 0.642 -2.194  -0.24
C 1.859 -0.514 -2.476  0.90
C 1.130 -1.545 -3.154  -0.34
C 1.752 -2.721 -3.441  -0.72
C 3.099 -2.917 -3.068  -0.38
C 3.822 -1.915 -2.390  -0.71
C 3.220 -0.733 -2.080  -0.24
H 1.792 1.413 -1.772  0.12
H 0.450 0.925 -2.710  0.21
H 0.099 -1.363 -3.433  0.44
H 1.224 -3.509 -3.961  0.43
H 3.585 -3.853 -3.308  0.43
H 4.858 -2.086 -2.133  0.44
H 3.753 0.061 -1.571  0.51


C21H21AlN6O2S3 | wB97M-V/def2-TZVPD

Calculated values
* HOMO energy: -0.471 Eh
* HOMO-LUMO gap: 0.2482 Eh
* total charge: +2

Last column: Mulliken charge in e.
Cartesian coordinates (Å):
Al -0.362 0.626 0.735  -0.10
O 2.597 3.605 -1.846  -0.44
C 1.429 3.790 -2.483  0.72
C 1.278 4.791 -3.437  -0.67
C 0.082 4.962 -4.105  -0.60
C -1.006 4.146 -3.806  -0.83
C -0.888 3.173 -2.839  -0.44
C 0.326 2.969 -2.168  0.16
C 0.432 1.955 -1.148  0.67
O -0.677 1.260 -0.807  -0.39
N 1.554 1.747 -0.546  -0.41
N 1.497 0.803 0.459  0.48
C 2.668 0.445 0.919  0.22
S 2.795 -0.666 2.238  -0.05
C 4.580 -0.981 1.952  -0.61
C 5.195 0.316 1.488  -0.61
S 4.108 1.047 0.201  0.07
H 3.272 4.197 -2.209  0.34
H 2.124 5.430 -3.647  0.33
H 0.002 5.728 -4.861  0.42
H -1.936 4.280 -4.334  0.44
H -1.726 2.545 -2.579  0.52
H 4.649 -1.764 1.196  0.33
H 5.027 -1.330 2.883  0.40
H 6.180 0.157 1.052  0.41
H 5.276 1.037 2.302  0.33
C -1.195 5.504 2.068  -1.22
C -0.070 4.474 2.214  -0.03
C -0.629 3.186 2.672  0.42
N -0.580 2.097 1.983  -0.09
N -1.175 1.007 2.533  -0.59
C -1.714 1.268 3.701  0.78
N -2.325 0.392 4.487  -0.34
S -1.494 2.945 4.162  -0.11
H -0.779 6.458 1.767  0.37
H -1.710 5.646 3.014  0.39
H -1.914 5.182 1.318  0.34
H 0.661 4.842 2.939  0.31
H 0.431 4.308 1.256  0.06
H -2.487 -0.554 4.185  0.14
H -2.717 0.679 5.369  0.23
N -0.737 -1.204 0.878  -0.57
C -1.136 -2.268 1.116  1.22
C -1.642 -3.479 1.532  0.41
C -2.149 -3.524 2.849  -0.26
C -2.675 -4.699 3.331  -0.67
C -2.707 -5.832 2.522  -0.35
C -2.216 -5.790 1.222  -0.67
C -1.683 -4.623 0.717  -0.39
H -2.114 -2.639 3.466  0.15
H -3.060 -4.744 4.338  0.42
H -3.118 -6.751 2.909  0.43
H -2.254 -6.679 0.609  0.43
H -1.301 -4.572 -0.290  0.50


C21H21Br2N2S | wB97M-V/def2-TZVPD

Calculated values
* HOMO energy: -0.385 Eh
* HOMO-LUMO gap: 0.1843 Eh
* total charge: +1

Last column: Mulliken charge in e.
Cartesian coordinates (Å):
C -3.443 3.677 -2.501  -0.69
C -2.743 4.009 -1.198  -0.56
N -2.451 2.799 -0.469  0.10
C -2.038 2.854 0.927  -0.67
C -1.563 1.435 1.183  -0.53
N -1.472 0.785 -0.136  -0.41
C -2.008 1.611 -0.998  0.31
S -2.161 1.221 -2.672  -0.12
C -2.528 2.843 -3.373  -0.59
H -4.374 3.131 -2.315  0.31
H -3.675 4.606 -3.027  0.35
H -1.814 4.563 -1.422  0.33
H -3.376 4.644 -0.566  0.32
H -1.221 3.571 1.067  0.29
H -2.875 3.132 1.573  0.31
H -0.580 1.439 1.675  0.30
H -2.289 0.930 1.843  0.27
H -3.026 2.590 -4.314  0.37
H -1.570 3.344 -3.567  0.33
Br 5.708 2.257 -2.931  -0.11
C 4.305 1.167 -2.306  0.10
C 3.163 0.952 -3.102  -0.58
C 2.123 0.162 -2.623  -0.34
C 2.187 -0.450 -1.342  0.92
C 1.104 -1.250 -0.857  -0.18
C 1.179 -2.003 0.306  -0.23
C 0.144 -2.768 0.819  -0.36
C 0.212 -3.450 2.075  0.91
C -0.844 -4.308 2.490  -0.45
C -0.808 -4.960 3.717  -0.55
C 0.294 -4.778 4.576  0.10
Br 0.344 -5.641 6.249  -0.10
C 1.359 -3.946 4.188  -0.68
C 1.319 -3.295 2.959  -0.38
C 3.364 -0.230 -0.568  -0.39
C 4.401 0.569 -1.038  -0.71
H 3.095 1.411 -4.084  0.43
H 1.228 -0.005 -3.226  0.37
H 0.187 -1.294 -1.444  0.24
H 2.127 -2.016 0.840  0.20
H -0.767 -2.855 0.227  0.38
H -1.692 -4.443 1.816  0.38
H -1.628 -5.606 4.017  0.42
H 2.214 -3.805 4.843  0.43
H 2.152 -2.648 2.683  0.35
H 3.458 -0.677 0.422  0.36
H 5.280 0.727 -0.419  0.43


C21H21CdN5 | wB97M-V/def2-TZVPD

Calculated values
* HOMO energy: -0.540 Eh
* HOMO-LUMO gap: 0.3095 Eh
* total charge: +2

Last column: Mulliken charge in e.
Cartesian coordinates (Å):
Cd 0.008 0.320 -0.284  0.67
C -1.968 2.806 1.488  -1.39
C -0.984 2.175 2.405  0.68
C -0.812 2.608 3.750  -0.73
C -0.034 1.858 4.611  -0.55
C 0.482 0.627 4.215  -0.72
C 0.190 0.224 2.931  0.71
N -0.407 1.040 2.054  0.19
C 0.578 -1.177 2.468  0.39
C 0.812 -2.257 3.338  -0.82
C 0.996 -3.508 2.727  -0.61
C 0.686 -3.733 1.370  -0.71
C 0.359 -2.591 0.616  0.59
N 0.424 -1.377 1.155  0.04
C -0.159 -2.652 -0.787  0.57
C -0.260 -3.867 -1.428  -0.70
C -0.971 -3.912 -2.610  -0.45
C -1.612 -2.829 -3.143  -0.82
C -1.385 -1.623 -2.499  0.85
C -2.006 -0.371 -3.098  -1.35
N -0.664 -1.539 -1.353  0.27
H -1.475 3.599 0.971  0.32
H -2.818 3.237 2.046  0.44
H -2.357 2.097 0.763  0.24
H -1.263 3.509 4.107  0.46
H 0.179 2.299 5.580  0.45
H 1.063 0.050 4.869  0.43
H 0.959 -2.152 4.399  0.32
H 1.180 -4.434 3.293  0.41
H 0.640 -4.730 0.982  0.32
H 0.212 -4.751 -1.047  0.39
H -1.070 -4.868 -3.100  0.45
H -2.106 -2.878 -4.103  0.43
H -3.064 -0.433 -3.243  0.45
H -1.486 -0.067 -4.010  0.30
H -1.780 0.478 -2.426  0.13
C 1.448 0.975 -3.492  -1.02
C 1.540 2.019 -2.434  0.68
N 1.029 1.919 -1.232  -0.12
C 1.393 3.074 -0.529  -0.44
C 2.067 3.894 -1.375  -0.64
N 2.169 3.214 -2.549  -0.03
H 0.757 1.333 -4.258  0.31
H 1.033 0.118 -3.012  0.05
H 2.355 0.688 -3.968  0.42
H 1.153 3.137 0.519  0.51
H 2.460 4.900 -1.256  0.40
H 2.508 3.546 -3.425  0.21


C21H21ClF6N4O6S2Tb | wB97M-V/def2-TZVPD

Calculated values
* HOMO energy (spin up / spin down): -0.156 / -0.152 Eh
* relative energy (zero: lowest compared OMol25 entry of this formula, charge and spin): 14.46 kcal per mole
* HOMO-LUMO gap (spin up / spin down): 0.2438 / 0.2400 Eh
* multiplicity: 7
* total charge: -1

Last column: Mulliken charge in e.
Cartesian coordinates (Å):
Tb 0.947 0.166 0.456  0.71
C 0.488 -2.381 4.189  -1.33
C 0.147 -1.992 2.770  0.61
O 1.061 -1.363 2.123  -0.56
C -1.099 -2.316 2.282  -0.85
C -1.609 -1.993 0.991  1.06
C -2.967 -2.530 0.634  -1.53
N -0.930 -1.277 0.135  0.46
N -1.541 -1.147 -1.117  -0.82
C -0.787 -0.554 -1.971  0.36
O 0.427 -0.128 -1.697  -0.53
C -1.281 -0.470 -3.376  0.31
C -2.635 -0.613 -3.668  -0.38
C -3.075 -0.590 -4.984  -0.69
C -2.166 -0.427 -6.023  -0.36
C -0.814 -0.297 -5.736  -0.84
C -0.375 -0.319 -4.419  0.04
H 1.570 -2.428 4.307  0.33
H 0.043 -3.337 4.465  0.39
H 0.098 -1.617 4.866  0.16
H -1.754 -2.869 2.942  0.26
H -3.473 -2.891 1.529  0.40
H -2.870 -3.351 -0.079  0.36
H -3.566 -1.764 0.145  0.35
H -3.331 -0.736 -2.849  0.44
H -4.130 -0.703 -5.199  0.37
H -2.510 -0.400 -7.050  0.36
H -0.097 -0.175 -6.539  0.39
H 0.680 -0.225 -4.193  0.37
F 1.356 4.563 -2.282  -0.23
C 2.179 3.550 -2.582  0.43
F 3.319 3.727 -1.919  -0.21
F 2.439 3.595 -3.894  -0.23
S 1.354 1.955 -2.168  1.21
O 1.405 2.041 -0.682  -0.46
O 0.153 2.181 -2.904  -0.60
N 2.561 1.016 -2.717  -0.42
S 3.489 0.398 -1.598  1.50
O 2.879 -0.631 -0.737  -0.63
O 4.316 1.330 -0.871  -0.72
C 4.671 -0.529 -2.630  0.45
F 5.520 -1.147 -1.808  -0.21
F 4.060 -1.439 -3.383  -0.21
F 5.350 0.303 -3.415  -0.21
N 2.983 0.940 1.913  -0.52
H 2.862 1.706 2.563  0.21
H 3.698 1.213 1.242  0.28
H 3.315 0.127 2.420  0.25
Cl -2.997 -0.257 6.828  -0.29
C -2.294 0.318 5.323  0.57
C -2.997 0.189 4.136  -0.85
C -2.444 0.656 2.956  -0.12
C -1.178 1.266 2.906  0.93
C -0.593 1.738 1.656  -1.92
C -0.498 1.364 4.134  -0.12
C -1.041 0.906 5.325  -1.00
H -3.977 -0.272 4.140  0.41
H -3.000 0.541 2.031  0.34
H 0.014 2.638 1.793  0.59
H -1.351 1.922 0.888  0.33
H 0.492 1.811 4.147  0.24
H -0.495 1.006 6.256  0.37


C21H21F2N3O5 | wB97M-V/def2-TZVPD

Calculated values
* structure (SMILES): CCOc1ccc(NC(=O)CN2C(=O)N[C@@](C)(c3ccc(OC(F)F)cc3)C2=O)cc1
* HOMO energy: -0.287 Eh
* relative energy (zero: lowest compared OMol25 entry of this formula, charge and spin): 12.40 kcal per mole
* HOMO-LUMO gap: 0.3059 Eh

Last column: Mulliken charge in e.
Cartesian coordinates (Å):
C 7.330 3.549 0.020  -1.42
C 6.299 2.592 -0.557  -0.26
O 5.682 1.923 0.525  -0.39
C 4.711 1.007 0.265  0.57
C 4.256 0.654 -1.000  -0.24
C 3.259 -0.295 -1.150  -0.77
C 2.699 -0.908 -0.037  0.35
N 1.692 -1.879 -0.115  -0.02
C 1.047 -2.338 -1.209  0.80
O 1.251 -2.010 -2.356  -0.66
C -0.018 -3.399 -0.854  -1.20
N -1.111 -2.857 -0.075  0.20
C -1.032 -2.566 1.289  0.28
O -0.045 -2.699 1.975  -0.75
N -2.247 -2.128 1.667  -0.08
C -3.204 -2.087 0.587  1.72
C -4.419 -2.971 0.884  -1.69
C -3.623 -0.676 0.211  -0.43
C -4.436 -0.483 -0.902  -0.20
C -4.836 0.786 -1.263  -0.86
C -4.425 1.883 -0.514  0.79
O -4.901 3.118 -0.964  -0.39
C -4.600 4.244 -0.314  0.42
F -3.267 4.494 -0.254  -0.25
F -5.013 4.241 0.980  -0.25
C -3.601 1.708 0.583  -0.71
C -3.201 0.428 0.934  -0.64
C -2.373 -2.668 -0.567  0.32
O -2.753 -2.919 -1.678  -0.65
C 3.153 -0.554 1.233  -0.52
C 4.144 0.388 1.383  -0.69
H 6.845 4.264 0.679  0.32
H 7.829 4.084 -0.783  0.42
H 8.069 2.996 0.594  0.33
H 6.787 1.865 -1.222  0.36
H 5.548 3.148 -1.135  0.36
H 4.669 1.110 -1.886  0.37
H 2.914 -0.560 -2.135  0.50
H 1.387 -2.238 0.788  0.12
H -0.445 -3.778 -1.785  0.41
H 0.452 -4.212 -0.292  0.38
H -2.470 -1.900 2.620  0.28
H -5.048 -2.501 1.637  0.40
H -4.999 -3.116 -0.022  0.32
H -4.091 -3.943 1.247  0.45
H -4.736 -1.326 -1.503  0.41
H -5.463 0.950 -2.124  0.43
H -5.085 5.089 -0.828  0.16
H -3.256 2.540 1.174  0.38
H -2.547 0.310 1.784  0.40
H 2.720 -1.027 2.103  0.38
H 4.503 0.668 2.361  0.41